(1)
Density functional theory data (wB97M-V/def2-TZVPD) for a structure of composition C22H15CuF12N5O14S4.

Properties
- Spin multiplicity: 2
- Energy relative to the best compared isomer or geometry (same formula, charge and spin): 387.9 kJ/mol
- Orbital gap (spin up / spin down): 8.8 / 6.7 eV

Element x y z (Å)
Cu1 0.23492 0.76546 0.66506
S1 -0.43422 2.36576 -2.45999
S2 -0.18715 3.57350 -0.22443
S3 -0.55729 -0.09193 4.04002
S4 1.88238 0.71048 3.24041
F1 -0.49430 0.96930 -4.68073
F2 1.41393 0.89968 -3.65816
F3 -2.37476 1.48704 3.12993
F4 -2.47810 1.32767 5.32615
F5 1.91961 -1.85543 3.74201
F6 1.47760 5.72021 0.29702
F7 3.64779 -0.82276 4.51593
F8 2.20300 4.61351 -1.36692
F9 3.59502 -1.32881 2.44061
F10 -0.97932 2.63338 4.42997
F11 -0.18128 -0.35877 -3.01943
F12 2.41991 3.85973 0.61580
O1 0.19429 3.53494 -3.10276
O2 2.35545 1.39428 2.04194
O3 -1.86947 2.26117 -2.55625
O4 0.78692 -2.97726 1.54475
O5 -1.48140 -1.20496 3.72513
O6 0.19879 -0.28640 5.23441
O7 -1.08091 4.55468 -0.77010
O8 -0.49851 3.14846 1.11685
O9 2.46696 -1.41876 -1.81015
O10 -2.05797 0.66589 0.15957
O11 1.93818 1.46927 4.50582
O12 2.24626 0.17219 -0.44911
O13 0.22573 -1.55612 -0.04896
O14 -2.68647 -0.93489 -1.06413
N1 -2.92559 0.08117 -0.50232
N2 0.03788 2.04022 -1.04757
N3 0.18350 -2.70718 0.50873
N4 2.95403 -0.56643 -1.15682
N5 0.30464 0.31502 2.70629
C1 -0.87565 -5.01960 0.59165
C2 6.15517 1.30291 -1.03805
C3 7.09831 0.28466 -1.46769
C4 -1.58586 -6.02522 0.01431
C5 -2.03587 -4.54430 -1.86551
C6 -0.66935 -3.74140 -0.06988
C7 -6.54494 0.61696 -1.23949
C8 4.35328 -0.17386 -1.34163
C9 4.85639 1.05688 -0.97783
C10 -5.80126 2.50117 0.02167
C11 -4.27383 0.74320 -0.52841
C12 -1.63069 1.48611 4.26307
C13 -1.27204 -3.60018 -1.30768
C14 2.83067 -0.98281 3.45820
C15 -4.50012 1.99481 0.05084
C16 5.24647 -1.17976 -1.70083
C17 1.57664 4.49373 -0.19455
C18 -2.26234 -5.75105 -1.21396
C19 -6.79716 1.84520 -0.60560
C20 -5.28244 0.08239 -1.28497
C21 6.66619 -0.93312 -1.79190
C22 0.10961 0.85987 -3.48299
H1 7.31611 -1.71845 -2.14864
H2 -7.36255 0.19203 -1.80281
H3 -1.14468 -2.73562 -1.94229
H4 -2.85886 -6.53088 -1.66388
H5 -0.37034 -5.26735 1.51343
H6 -3.78009 2.50709 0.67176
H7 8.17635 0.29302 -1.40317
H8 6.53930 2.25617 -0.70616
H9 4.21966 1.77563 -0.48349
H10 -2.43263 -4.27974 -2.83453
H11 4.77210 -2.12321 -1.92727
H12 -5.09045 -0.75090 -1.94463
H13 -7.83061 2.14948 -0.68169
H14 -1.84222 -6.96253 0.48563
H15 -6.07231 3.42535 0.51038

(2)
Density functional theory data (wB97M-V/def2-TZVPD) for an isolated molecule of C22H15N3O4.

Properties
- SMILES: O=C1c2ccccc2C(=O)N1Cc1nc2ccccc2c(=O)n1Cc1ccco1
- Orbital gap: 7.9 eV

Element x y z (Å)
O1 2.55950 -0.43752 -2.42228
O2 -0.29275 2.17250 -0.02947
O3 -2.74948 -1.20818 1.79118
O4 0.50993 -3.07648 -0.08059
N1 1.29878 -0.36650 -0.52746
N2 -1.25186 0.33216 0.97040
N3 2.15401 0.48934 1.48202
C1 1.19761 -0.01406 0.79017
C2 5.61930 1.52668 1.04633
C3 -4.80308 0.61160 0.22785
C4 -3.27812 2.71801 -0.88160
C5 4.81015 0.69580 -1.05718
C6 -1.60035 -2.71574 -0.68691
C7 -4.65569 2.64907 -1.06955
C8 -5.40336 1.61616 -0.52585
C9 3.36166 0.72729 0.88864
C10 -2.51784 -0.21550 1.15212
C11 -3.43837 0.68035 0.41385
C12 -1.52897 -3.96355 -0.01984
C13 3.57078 0.43480 -0.46791
C14 5.82544 1.23737 -0.30314
C15 0.21865 -0.96763 -1.29391
C16 -0.33164 -2.21553 -0.69293
C17 -1.26329 1.51162 0.23659
C18 2.48799 -0.14341 -1.24522
C19 -0.22590 -4.12685 0.32688
C20 4.40468 1.27727 1.64187
C21 -2.68438 1.72249 -0.13474
C22 -0.07149 -0.25101 1.56635
H1 6.42462 1.95229 1.62718
H2 -6.47024 1.59027 -0.68914
H3 -2.47356 -2.25652 -1.10343
H4 0.28881 -4.90886 0.84787
H5 4.94094 0.46185 -2.10289
H6 -2.33998 -4.63290 0.17652
H7 -0.59041 -0.25042 -1.46204
H8 0.09968 0.18182 2.55860
H9 6.78525 1.44093 -0.75361
H10 -5.37803 -0.19517 0.65473
H11 -0.26975 -1.32047 1.68943
H12 -2.68961 3.51864 -1.30149
H13 -5.15005 3.41418 -1.64894
H14 4.22751 1.49679 2.68256
H15 0.67293 -1.19299 -2.27102

(3)
Density functional theory data (wB97M-V/def2-TZVPD) for a structure of composition C22H15N4O2PtS.

Properties
- Spin multiplicity: 5
- Charge: +3
- Orbital gap (spin up / spin down): 5.5 / 4.3 eV

Element x y z (Å)
Pt1 6.67121 10.70453 8.89780
S1 5.37749 11.29750 10.88876
O1 11.47217 6.76181 5.23555
O2 9.85639 5.47550 4.54854
N1 7.34132 12.65888 9.04061
N2 10.31764 6.35948 5.27638
N3 8.60102 10.15089 7.99574
N4 6.62712 8.63514 8.87716
C1 6.40562 12.56995 11.31150
C2 7.35196 15.20537 11.76249
C3 8.28124 6.30535 6.43744
C4 10.71470 10.52083 6.90633
C5 7.23806 13.18718 10.31712
C6 6.64672 14.54204 12.71326
C7 8.37552 15.21239 9.45259
C8 9.66060 10.91711 7.65490
C9 7.32370 12.89677 6.58668
C10 9.38346 7.07484 6.09769
C11 8.31860 14.62300 8.17284
C12 10.74162 9.22428 6.39599
C13 6.54084 5.82257 8.25742
C14 5.68169 7.85382 9.35919
C15 7.48245 6.66869 7.58128
C16 5.58993 6.46730 9.05761
C17 6.15734 13.28067 12.46224
C18 7.65547 14.55500 10.46671
C19 9.63494 8.36922 6.72697
C20 8.57283 8.86216 7.49844
C21 7.53604 8.04834 8.03774
C22 7.68175 13.41727 7.96652
H1 8.10511 13.12856 5.85926
H2 9.59168 11.90554 8.06881
H3 7.34571 11.77841 6.58564
H4 7.82903 16.15174 11.98280
H5 6.48421 14.99623 13.71656
H6 11.52559 8.78023 5.87629
H7 8.71799 15.30752 7.36015
H8 4.74085 5.93390 9.42793
H9 4.95376 8.32750 9.99103
H10 6.45812 4.77160 8.14867
H11 8.83640 16.19184 9.59227
H12 5.31735 12.88201 13.02008
H13 8.13118 5.37000 5.91268
H14 11.61717 11.07784 6.78963
H15 6.30613 13.22705 6.24002

(4)
Density functional theory data (wB97M-V/def2-TZVPD) for a structure of composition C22H16Br2INO2PdS.

Properties
- Energy relative to the best compared isomer or geometry (same formula, charge and spin): 155.6 kJ/mol
- Orbital gap (spin up / spin down): 6.0 / 6.0 eV

Element x y z (Å)
I1 3.48813 0.99703 -3.01852
Pd1 1.33854 0.89996 -1.03597
Br1 -1.62246 5.04297 0.04508
Br2 0.10555 4.20077 5.35337
S1 -1.21447 -0.05144 -1.59262
O1 -0.17601 2.42858 -0.39836
O2 -0.38627 0.39748 -2.74625
N1 1.54356 1.09646 1.29286
C1 0.46326 -2.37175 1.32622
C2 1.91887 -2.46141 -0.59483
C3 2.55202 2.44018 -1.74248
C4 -0.07411 -1.10764 -0.63343
C5 0.11822 3.64912 3.53081
C6 -1.83267 -2.02679 -3.43351
C7 0.80298 2.13037 1.76181
C8 1.06780 -1.59521 -1.27956
C9 -0.62549 4.01354 1.28151
C10 -3.29379 -1.87548 -1.51767
C11 -2.59435 -3.07576 -3.92591
C12 1.61091 -2.85096 0.69751
C13 -0.37553 -1.49196 0.67018
C14 -4.05071 -2.92591 -2.01427
C15 -0.01604 2.84381 0.79794
C16 2.27107 0.38792 2.12355
C17 2.29356 0.62956 3.50457
C18 0.83093 2.50200 3.13622
C19 -3.70180 -3.52341 -3.21767
C20 -2.18541 -1.44403 -2.22945
C21 1.58321 1.68331 4.00595
C22 -0.57399 4.40098 2.61641
H1 2.26276 -3.53928 1.22022
H2 -4.30494 -4.33065 -3.61258
H3 2.87045 -0.40408 1.69079
H4 -1.09334 5.29638 2.92836
H5 -2.32746 -3.53981 -4.86646
H6 -0.97809 -1.64511 -3.97876
H7 -1.25701 -1.10022 1.16409
H8 -3.55900 -1.39413 -0.58269
H9 2.80022 -2.84881 -1.08845
H10 2.03213 3.18247 -2.33471
H11 2.88227 -0.00770 4.15064
H12 -4.92004 -3.26957 -1.46900
H13 3.28655 2.83215 -1.04963
H14 1.21597 -1.39635 -2.33389
H15 0.22945 -2.68655 2.33491
H16 1.59456 1.90896 5.06371

(5)
Density functional theory data (wB97M-V/def2-TZVPD) for a structure of composition C22H16Br3CaCl2F5N3O4Te.

Properties
- Energy relative to the best compared isomer or geometry (same formula, charge and spin): 92.6 kJ/mol
- Charge: -1
- Orbital gap: 7.0 eV

Element x y z (Å)
Te1 -0.34416 -3.79836 -1.81221
Br1 -1.16175 4.39387 1.73281
Br2 1.12128 2.61749 6.58157
Br3 1.20769 3.34014 -5.92699
Ca1 -0.09360 -0.54485 -0.11572
Cl1 4.08753 1.44340 -2.35997
Cl2 3.24955 0.62206 0.35087
F1 -1.26938 -5.41281 -1.96897
F2 -2.06834 -3.10024 -1.90142
F3 1.13636 -4.80652 -2.39835
F4 -0.46707 -3.52030 -3.67503
F5 0.09429 -4.49992 -0.13110
O1 0.58563 -2.30481 -1.44368
O2 -2.68362 -1.13635 1.98888
O3 -0.36709 1.55427 0.82969
O4 -1.54677 -2.46022 0.56673
N1 0.89867 -0.37264 2.19532
N2 -2.33351 -0.31972 -1.21070
N3 0.63724 0.80948 -2.07419
C1 0.85922 0.21723 -3.24904
C2 -2.89065 0.35113 -2.21711
C3 0.03657 3.22793 4.04117
C4 1.50342 -1.35529 2.82215
C5 0.66366 2.25821 4.76771
C6 -2.40936 -1.58304 0.87358
C7 1.03490 0.92853 -4.42666
C8 -0.31789 3.00273 2.70537
C9 0.56108 2.14151 -2.03237
C10 -4.51074 -0.79984 -0.36360
C11 -5.08174 -0.13215 -1.42871
C12 -4.25786 0.45929 -2.37905
C13 1.73005 -2.63716 2.07831
C14 0.96732 2.30763 -4.35891
C15 0.72203 2.93904 -3.15389
C16 -3.12601 -0.88793 -0.29768
C17 -0.06850 1.80191 2.04174
C18 1.62846 -0.06282 4.84332
C19 1.88462 -1.22274 4.17715
C20 0.61815 0.79341 2.84142
C21 0.97566 1.00560 4.18568
C22 4.46437 1.44683 -0.63122
H1 1.21422 0.41361 -5.35892
H2 1.91609 0.05143 5.88017
H3 -6.15877 -0.05968 -1.51783
H4 0.89453 -0.86669 -3.23612
H5 5.40885 0.93440 -0.49566
H6 2.65368 -3.12083 2.39746
H7 2.37622 -2.04926 4.67354
H8 -5.10392 -1.24842 0.42062
H9 -0.19220 4.18206 4.49563
H10 -4.66493 0.99648 -3.22459
H11 1.77162 -2.48433 0.99961
H12 4.51773 2.47600 -0.29760
H13 -2.20698 0.81022 -2.92383
H14 0.65618 4.01468 -3.08114
H15 0.34940 2.56837 -1.05702
H16 0.89857 -3.32203 2.25877

no.,maximum force (eV Å⁻¹),M (g/mol),DFT total energy (Ha)
1,6.50,993.2,-6605.64024
2,0.92,385.4,-1312.65439
3,3.26,594.5,-1733.09046
4,2.93,751.6,-7024.90295
5,1.27,959.7,-11400.91401